The following is a DFT calculation (ωB97M-V/def2-TZVPD) of a structure of composition C15H28NaO15 at a distorted geometry.

XYZ file:
```
59
C15H28NaO15 (ωB97M-V/def2-TZVPD)
Na 1.0561 -5.4937 -16.6837
O 0.6575 -6.2576 -15.2744
O 0.4615 -8.5992 -15.2043
O 1.0363 -3.4109 -19.6369
O -0.6541 -3.8231 -13.9092
O 2.2245 -7.6348 -14.4376
O 3.1232 -3.6377 -19.1852
O 0.2750 -4.2480 -15.9457
O 2.1940 -6.4108 -17.5576
O -1.8023 -3.2805 -15.5878
O 1.1419 -8.3710 -17.1205
O 2.5531 -5.6041 -16.0559
O 2.4525 -3.3567 -15.6552
O 4.3087 -4.5638 -15.2597
O 1.8853 -7.9445 -19.2547
O 1.5657 -4.4423 -17.7824
C 4.2280 -3.9400 -18.3392
C -0.8877 -8.5066 -15.5815
C -2.0649 -3.1253 -16.9523
C 4.4812 -3.2825 -14.6265
C 0.2050 -9.4037 -17.6159
C 2.5254 -7.1478 -20.2142
C -0.3361 -3.5470 -19.4987
C 0.5064 -4.1861 -13.1616
C 3.1184 -6.6484 -13.8463
C 3.0447 -4.6106 -15.6381
C 1.0546 -7.3881 -14.9452
C -0.6074 -3.7302 -15.2381
C 1.6658 -7.4500 -17.9674
C 3.3289 -2.3467 -15.1670
C 1.8944 -3.9487 -18.8173
H 4.2478 -4.9184 -17.8591
H -0.6548 -8.9066 -18.0651
H 4.2492 -3.1513 -17.5870
H -1.1752 -9.4874 -15.9603
H -2.3088 -4.0555 -17.4656
H -0.7200 -4.5568 -19.6438
H 1.0636 -5.0319 -13.5646
H -1.1707 -2.8187 -17.4950
H -2.8158 -2.3493 -17.1004
H 3.0696 -1.8346 -14.2404
H 3.5089 -1.6667 -15.9996
H -0.7600 -3.1561 -18.5737
H -1.1256 -7.8440 -16.4136
H 3.5834 -7.0343 -19.9779
H 5.4969 -2.9317 -14.8091
H 0.6592 -10.0995 -18.3214
H 2.4554 -7.6215 -21.1933
H 2.1723 -6.1314 -20.0397
H 3.6362 -5.9883 -14.5422
H 4.3785 -3.3192 -13.5420
H 1.2873 -3.4612 -12.9316
H -1.5058 -8.2751 -14.7141
H 0.0062 -4.4850 -12.2404
H 5.1621 -3.7232 -18.8575
H 2.6068 -6.0336 -13.1057
H 3.8761 -7.1683 -13.2600
H -0.2244 -9.9639 -16.7853
H -0.6355 -2.8584 -20.2888
```

Computed properties:
Net charge: +1
Highest occupied orbital energy (eV): -12.784
Frontier orbital gap (eV): 10.52

Here are the Mulliken charges for atoms 1 to 5, given in e: Na 1.079; O -0.420; O -0.444; O -0.477; O -0.449

=====

The following is a DFT calculation (ωB97M-V/def2-TZVPD) of a structure of composition C33H27BCl5N2O10RbS at a distorted geometry.

XYZ file:
```
80
C33H27BCl5N2O10RbS (ωB97M-V/def2-TZVPD)
Rb -1.4882 0.6379 -0.2618
Cl 0.7510 -4.0101 -10.6943
Cl 0.8354 -1.1060 -10.3205
Cl 0.5407 -6.0874 -8.3354
Cl 0.7777 -4.9088 -5.3586
Cl 0.5124 0.2266 -7.4258
S 0.1266 4.1599 -0.1324
O 0.2003 2.7759 0.3627
O -3.0768 5.8309 -1.0187
O -4.7832 3.9344 0.3288
O -0.8638 -2.1893 3.5940
O 1.1965 5.1070 0.1491
O 3.3510 -1.2372 -2.0833
O -3.5458 2.4388 -0.7877
O 0.0241 -1.4614 1.5757
O -3.8164 -2.5823 3.1658
O -2.3282 -1.5927 1.6739
N -4.0414 0.5798 1.2827
N -1.3144 4.8631 0.1515
C 0.5008 -3.7192 -6.7262
C -4.3085 -0.3167 2.2869
C -1.9813 5.2639 -0.9719
C 0.3963 -1.7706 3.7922
C 0.7472 3.6402 -2.8608
C -5.5002 -0.0026 3.0972
C 1.0584 -1.6383 4.9686
C -0.0596 4.1729 -1.9026
C 2.5107 -1.6900 7.4363
C 0.5877 -3.4447 -9.0792
C 2.5737 -1.7243 -2.9047
C 2.9977 -0.9710 3.6793
C -1.2606 4.8091 -2.2258
C 3.6169 0.3681 6.5398
C 2.3077 -1.0440 2.5107
C -3.4656 -1.4118 2.5119
C 1.0593 -1.9871 -2.8218
C -4.2636 2.7127 0.1235
C 4.5993 -1.8745 6.1290
C -0.9584 4.0167 -4.5043
C -4.7622 1.7162 1.1912
C -6.2817 1.1074 2.8598
C 0.5712 -2.0690 -8.8594
C 3.0641 -2.0030 -4.2961
C 0.9715 -1.4355 2.5988
C 0.4999 -2.3387 -6.4837
C -5.9008 2.0405 1.8885
C 0.5034 -1.5394 -7.5655
C -1.7380 4.6938 -3.5292
C 3.2390 -1.0864 6.1995
C 0.5389 -4.3390 -7.9757
C 0.2588 3.4900 -4.1407
C 2.3911 -1.2124 4.9239
B -1.1507 -1.7636 2.3017
H -1.5032 3.8005 -5.4923
H 0.6354 -1.8450 5.9196
H 2.5008 -2.7618 7.4427
H 2.7682 0.9707 6.8501
H 2.5639 -1.3604 -5.0042
H 4.0161 0.8470 5.5969
H 4.3865 0.3467 7.3365
H 0.8713 -3.0400 -2.8506
H -3.3574 -2.6421 4.0429
H 0.6327 -1.5293 -3.7103
H 4.1710 -1.8605 -4.4200
H 3.9436 -0.6758 3.6212
H 2.7173 -0.9292 1.5275
H 0.6947 -1.4547 -1.9093
H 1.5157 -1.2331 7.5074
H 4.4633 -2.8872 5.7626
H 2.8129 -3.0451 -4.6517
H -2.5920 5.2625 -3.8092
H -7.1130 1.3105 3.5070
H 3.0450 -1.3741 8.3348
H 5.1030 -1.7966 7.0797
H 0.9604 3.0902 -4.9131
H -5.8255 -0.7049 3.8515
H -6.3830 2.9953 1.6825
H 1.6715 3.1102 -2.5636
H 5.1911 -1.2779 5.3790
H -4.3102 4.6556 -0.1745
```

Computed properties:
Net charge: -2
Highest occupied orbital energy (eV): -1.583
Frontier orbital gap (eV): 4.86

Here are the Mulliken charges for atoms 1 to 5, given in e: Rb 0.749; Cl -0.221; Cl -0.235; Cl -0.213; Cl -0.295

=====

The following is a DFT calculation (ωB97M-V/def2-TZVPD) of a cluster of 2 separate species, C2H5O2S in total at a distorted geometry.

XYZ file:
```
10
C2H5O2S (ωB97M-V/def2-TZVPD)
S -1.0496 -0.8695 1.0223
O 0.5970 1.4968 -0.8502
O -0.1868 2.5391 0.9895
C 0.6894 2.1622 0.2185
C -0.3782 -1.8573 -0.3525
H 1.7803 2.4248 0.4059
H 0.5331 -2.3504 -0.0641
H -0.6627 0.2938 0.4604
H -1.1016 -2.6236 -0.6154
H -0.2209 -1.2160 -1.2144
```

Computed properties:
Net charge: -1
Highest occupied orbital energy (eV): -4.183
Frontier orbital gap (eV): 7.85

Here are the Mulliken charges for atoms 1 to 5, given in e: S -0.220; O -0.663; O -0.621; C 0.062; C -0.715

=====

One value per record, in order, for energy above the lowest of the compared OMol25 structures with the same formula, charge and spin: 457.8 23.7 11.6 kcal/mol.
One value per record, in order, for DFT total energy: -51115.648 -132897.917 -17086.635 eV.